{
  "formula": "C22H38NO2P3Re",
  "method": "ωB97M-V/def2-TZVPD",
  "species": ["P", "C", "H", "H", "H", "C", "H", "H", "H", "C", "H", "H", "H", "P", "C", "H", "H", "H", "C", "H", "H", "H", "C", "H", "H", "H", "P", "C", "H", "H", "H", "C", "H", "H", "H", "C", "H", "H", "H", "Re", "C", "O", "C", "O", "C", "C", "C", "C", "C", "C", "H", "H", "H", "H", "H", "H", "C", "C", "C", "N", "C", "C", "H", "H", "H", "H", "H"],
  "coordinates": [[4.251, -1.426, 0.049], [4.229, -0.932, 1.835], [5.229, -0.627, 2.171], [3.855, -1.745, 2.465], [3.528, -0.093, 1.936], [5.865, -2.338, -0.069], [6.128, -2.458, -1.138], [5.750, -3.346, 0.369], [6.672, -1.796, 0.452], [4.849, 0.206, -0.603], [5.917, 0.341, -0.363], [4.248, 1.018, -0.162], [4.718, 0.221, -1.697], [-1.282, 4.270, -0.098], [-1.373, 5.035, 1.550], [-1.576, 6.098, 1.431], [-0.414, 4.900, 2.070], [-2.175, 4.561, 2.131], [-0.204, 5.296, -1.134], [-0.273, 4.926, -2.166], [0.838, 5.235, -0.791], [-0.556, 6.332, -1.098], [-2.887, 4.444, -0.922], [-3.181, 5.497, -0.902], [-3.623, 3.821, -0.393], [-2.821, 4.119, -1.971], [-2.587, -3.670, 0.222], [-2.974, -3.041, 1.921], [-4.037, -3.240, 2.135], [-2.771, -1.959, 1.931], [-2.321, -3.520, 2.666], [-3.997, -2.821, -0.614], [-4.916, -3.251, -0.202], [-3.959, -2.987, -1.697], [-3.959, -1.744, -0.414], [-3.286, -5.348, 0.272], [-4.347, -5.279, 0.563], [-2.697, -5.954, 0.976], [-3.179, -5.748, -0.750], [-0.215, 0.502, -1.217], [0.927, 1.884, -0.322], [1.673, 2.614, 0.207], [-1.963, 0.998, -0.328], [-2.993, 1.202, 0.185], [-1.533, 0.465, -2.804], [-1.030, -0.841, -2.628], [0.356, -1.045, -2.566], [1.248, 0.024, -2.664], [0.754, 1.322, -2.853], [-0.628, 1.538, -2.934], [-2.606, 0.662, -2.840], [-1.701, -1.685, -2.471], [0.744, -2.045, -2.418], [2.307, -0.159, -2.556], [1.419, 2.172, -2.918], [-0.993, 2.554, -3.027], [0.514, -1.760, 3.224], [0.097, -0.427, 3.218], [-0.091, 0.221, 1.996], [0.097, -0.437, 0.829], [0.463, -1.732, 0.836], [0.699, -2.430, 2.015], [0.691, -2.276, 4.163], [-0.089, 0.118, 4.145], [-0.409, 1.267, 1.941], [0.566, -2.228, -0.139], [1.012, -3.478, 1.962]],
  "total_charge": 4,
  "e_above_lowest_ev": 0.000,
  "e_homo_ev": [-19.76, -19.75],
  "multiplicity": 4,
  "gap_ev": [8.928, 5.346]
}